Record 1
This record from OMol25 describes a 2-piece molecular cluster, C2H9N4 overall in a non-equilibrium geometry. The level of theory is the ωB97M-V functional and the def2-TZVPD basis.

Each line ends with the Löwdin charge.
Geometry (Å):
H 0.845 0.068 -2.924  0.065
C -0.900 -0.468 0.962  -0.442
N -1.891 -0.513 1.913  0.175
N -1.018 0.424 -0.004  0.178
H 2.350 1.233 -0.733  0.070
C 2.043 0.940 -1.722  -0.027
H 0.297 -1.979 1.784  0.171
H -1.907 0.992 -0.052  0.164
H -1.529 -0.651 2.818  0.101
N 1.007 0.196 -1.936  -0.001
N 0.294 -1.141 1.117  0.185
H 0.690 -1.351 0.252  0.069
H -0.321 0.468 -0.804  0.067
H 2.537 1.450 -2.562  0.089
H -2.495 0.330 1.893  0.138

As for the spin multiplicity: 1. The value obtained for the LUMO energy is -3.1 eV. Its net charge is +1. For the frontier orbital gap, the calculation gives 11.725 eV.

Record 2
This record from OMol25 describes C27H44PTc as an isolated structure in a non-equilibrium geometry. The level of theory is the ωB97M-V functional and the def2-TZVPD basis.

Each line ends with the Löwdin spin population.
Geometry (Å):
C -0.292 -2.305 3.786  0.042
C 2.157 3.109 -0.225  -0.002
H 1.712 0.961 2.508  0.003
C -0.121 -4.899 -1.429  0.065
H -1.084 -0.089 2.449  0.001
H 1.807 -2.682 -1.178  0.001
H -0.109 -5.613 -2.317  0.005
C 0.595 -4.268 0.850  0.079
H -2.311 -0.387 -1.613  0.010
H -1.569 0.925 -2.530  0.000
H 0.704 -1.865 -3.029  0.000
H 2.988 3.547 -0.799  -0.001
C 3.707 0.531 0.702  0.010
C 0.548 -1.566 2.698  0.516
H 1.333 -5.852 -0.308  0.002
H -2.688 4.967 -0.113  0.000
H 1.462 2.453 -3.808  -0.001
H 2.432 3.096 0.833  0.000
C 0.737 2.357 -2.980  -0.001
C 1.225 1.387 -1.963  -0.008
H 2.621 -1.099 3.440  0.023
H -1.356 -2.372 3.481  0.004
H 1.423 -0.702 -4.164  0.000
C 2.538 0.530 -0.225  0.030
C 1.310 -0.020 -2.132  0.004
C -2.902 1.054 1.089  0.022
H -3.224 3.885 -1.394  0.000
H -0.296 -1.829 4.819  0.018
Tc 0.469 0.251 0.137  1.029
H -4.087 0.541 -2.901  0.000
H 0.288 1.919 2.280  0.006
C -1.495 3.172 -0.250  -0.002
P -1.579 1.333 -0.160  0.044
H -0.959 3.496 0.667  0.000
C -0.031 -0.229 2.214  0.017
H 3.508 1.164 1.569  0.001
H 3.112 -2.188 -0.083  0.001
H -0.610 -2.645 1.853  0.032
H -3.692 1.686 2.987  0.001
H -2.892 -0.029 1.273  0.001
H -1.942 1.425 3.035  0.000
C -0.952 -3.617 -1.505  0.059
H -0.834 3.431 -1.103  0.000
H -0.218 2.040 -3.417  0.000
H -4.390 1.256 -1.308  0.000
H 1.233 -4.405 1.730  0.005
C 0.599 -5.097 -0.304  0.024
H -3.612 3.517 0.316  0.000
H 0.597 3.352 -2.547  0.000
C -3.680 1.224 -2.143  0.000
H -1.684 -3.484 -2.411  0.004
C 0.029 -2.990 0.828  0.141
C 2.617 -1.966 -1.029  0.010
H 3.933 -0.477 1.054  0.000
C 1.860 1.721 -0.700  -0.013
H 2.451 -1.620 1.644  0.010
C 0.747 0.970 2.052  0.052
C -2.761 1.815 2.411  0.001
H 0.112 -3.330 3.873  0.002
C 0.775 -0.800 -3.277  0.002
H -2.601 2.897 2.257  0.000
H 3.358 -2.110 -1.830  0.001
H -0.229 -0.452 -3.562  0.000
H 4.604 0.929 0.202  0.002
H -3.872 1.274 0.619  0.003
H -3.622 2.219 -2.604  0.000
H 1.280 3.754 -0.341  0.000
C 2.103 -0.567 -1.058  0.023
C 2.076 -1.783 2.704  0.057
C -2.839 3.907 -0.365  -0.001
C -0.456 -2.612 -0.512  0.658
H 2.236 -2.855 2.989  0.002
C -2.298 0.711 -1.730  0.007

As for the spin multiplicity: 4. The value obtained for the LUMO energy (spin up / spin down) is -3.0 / -4.4 eV. As for the expectation value of S²: 3.799. Its net charge is +1. For the frontier orbital gap (spin up / spin down), the calculation gives 6.088 / 6.466 eV.

E? In order: -8174.256; -40187.282 eV.